Here is a 2-piece molecular cluster, C5H9N3O2 overall from OMol25. Energies are from wB97M-V/def2-TZVPD.

```
! RIJCOSX wB97M-V def2-TZVPD def2/J DEFGRID3
* xyz 0 1
C -2.109 -1.703 -0.403
N -0.826 -1.205 0.021
C -0.544 0.038 0.027
C -1.360 1.076 -0.644
N -2.213 1.883 -0.709
N 0.641 0.502 0.509
C 1.617 -0.414 1.030
C 2.066 -1.447 0.019
O 2.568 -2.499 0.332
H -2.762 -0.952 -0.877
H -1.955 -2.517 -1.126
H -2.636 -2.133 0.461
H 0.742 1.482 0.764
H 2.505 0.176 1.303
H 1.248 -0.945 1.923
H 1.959 -1.151 -1.049
O 0.520 3.200 -0.210
H 1.043 3.142 -1.016
H -0.503 3.465 -0.354
*
```

Summary:
SMILES: C/N=C(\C#N)NCC=O.O
Relative energy (zero: lowest compared OMol25 entry of this formula, charge and spin), kJ/mol: 199.0
Lowest unoccupied orbital energy, eV: 0.2336
Largest force on an atom, eV/Å: 4.01